1.
C18H38F9InO15P3 as an isolated structure. Source: the Open Molecules 2025 dataset; level of theory: ωB97M-V/def2-TZVPD.

Its charge is -1. The multiplicity is 1. For the orbital gap, the calculation gives 3.29 eV.

Cartesian coordinates (Å):
O  8.6318  0.5418  1.9944
C  9.7057  0.6318  2.6436
O  10.9431  0.4454  1.9590
C  11.8731  -0.1030  2.9649
C  11.5701  -1.6524  3.3002
In  10.5873  -2.7850  1.5777
O  10.6071  -1.6565  -0.2182
C  8.4481  -3.4587  2.0862
C  7.9872  -2.7945  3.4695
C  6.5206  -3.1869  3.9563
F  6.4766  -4.6184  4.1120
F  6.3282  -2.6325  5.2745
C  5.3329  -2.7861  2.9638
F  4.1190  -3.2462  3.5951
F  5.3734  -3.4948  1.7216
C  5.1302  -1.1998  2.7558
F  3.8161  -0.8504  3.2212
F  6.0200  -0.4006  3.4914
C  5.1860  -0.7179  1.2259
F  6.3773  -1.0943  0.5634
F  5.2227  0.7102  1.2645
F  4.0253  -1.0484  0.4816
H  9.6680  0.8617  3.7727
H  11.7456  0.4977  3.9408
H  12.9665  0.0634  2.6449
H  12.5204  -2.2254  3.5858
H  10.8532  -1.7614  4.1997
H  11.6286  -4.2288  1.2505
H  9.7097  -1.8322  -0.5883
H  8.5341  -4.6054  2.1798
H  7.8150  -3.1355  1.1912
H  8.7082  -3.2012  4.2757
H  8.1873  -1.6697  3.4251
C  1.6347  -2.6218  1.7404
O  1.0347  -2.2785  0.4911
P  -0.6736  -2.1039  0.5335
O  -0.8684  -3.6181  0.6262
O  -0.6820  -1.6126  -1.0312
C  0.1051  -2.2950  -1.9956
O  -2.3527  -1.7679  0.6379
C  -3.2659  -2.6606  0.0213
H  2.7014  -2.4197  1.6788
H  1.2072  -2.0255  2.5474
H  1.4891  -3.6844  1.9444
H  0.1948  -3.3594  -1.7643
H  1.0947  -1.8389  -2.0510
H  -0.3780  -2.1902  -2.9692
H  -3.4317  -3.5278  0.6637
H  -2.9122  -2.9761  -0.9612
H  -4.2172  -2.1361  -0.1020
C  -3.4158  1.3600  0.5113
O  -4.7817  1.2067  0.1250
P  -5.5494  2.6516  -0.4009
O  -5.6156  3.1396  1.0473
O  -6.9031  1.8048  -0.7843
C  -7.3802  0.7933  0.0894
O  -6.2990  4.0755  -0.9920
C  -7.3073  4.6850  -0.2031
H  -2.9499  0.3735  0.5379
H  -2.8830  1.9849  -0.2071
H  -3.3577  1.8041  1.5074
H  -7.1685  1.0294  1.1352
H  -6.9298  -0.1642  -0.1773
H  -8.4617  0.7127  -0.0372
H  -6.8514  5.2878  0.5851
H  -7.9803  3.9417  0.2264
H  -7.8870  5.3469  -0.8516
C  -11.8847  2.9629  -6.4293
O  -10.8030  3.8293  -6.0959
P  -9.3748  3.0281  -5.5683
O  -10.0130  2.6969  -4.2181
O  -8.5733  4.4572  -5.5069
C  -9.1964  5.5998  -4.9415
O  -7.9165  2.2035  -5.2111
C  -7.4272  2.2424  -3.8780
H  -12.6113  3.5259  -7.0172
H  -11.5312  2.1163  -7.0197
H  -12.3698  2.6052  -5.5187
H  -9.8789  5.3291  -4.1319
H  -9.7339  6.1468  -5.7179
H  -8.4182  6.2502  -4.5374
H  -7.9549  1.5113  -3.2635
H  -7.5220  3.2407  -3.4491
H  -6.3682  1.9720  -3.8991

=====

2.
C18H38MoN3O2PSi as an isolated structure. Source: the Open Molecules 2025 dataset; level of theory: ωB97M-V/def2-TZVPD.

The multiplicity is 3. Its energy relative to the best compared isomer or geometry (same formula, charge and spin) is 0.000 eV. For the orbital gap (spin up / spin down), the calculation gives 5.47 / 6.61 eV. The expectation value of S² is 2.0183.

Cartesian coordinates (Å):
Mo  0.0140  -0.1827  -0.7475
Si  0.2170  -2.1417  -2.0835
P  0.7731  1.1266  -2.6082
N  -1.7693  0.1033  -0.9137
H  1.6725  0.8394  -1.1278
C  0.9126  2.9485  -2.5254
H  1.1481  3.3514  -3.5203
H  1.7052  3.2202  -1.8182
H  -0.0408  3.3671  -2.1752
C  2.1628  0.6085  -3.6847
H  2.2696  1.3412  -4.4983
H  1.9779  -0.3915  -4.0996
H  3.0846  0.5868  -3.0886
C  -0.6833  1.0216  -3.7501
H  -0.4501  1.5667  -4.6776
H  -1.5640  1.4854  -3.2831
H  -0.9348  -0.0166  -4.0016
C  1.8377  -3.1018  -2.2835
H  2.2426  -3.3212  -1.2856
H  2.5592  -2.5101  -2.8614
H  1.6106  -4.0389  -2.8141
H  -0.6996  -3.1765  -1.5229
H  -0.1972  -1.9987  -3.5133
C  -3.0950  0.0483  -1.0724
C  -5.3195  0.9508  -0.6091
C  -3.9404  1.0295  -0.4660
C  -3.7026  -0.9852  -1.8599
C  -5.0817  -1.0361  -1.9998
C  -5.8920  -0.0770  -1.3743
H  -5.9535  1.6938  -0.1227
H  -3.4581  1.8308  0.0949
H  -3.0515  -1.7279  -2.3365
H  -5.5394  -1.8311  -2.5962
H  -6.9782  -0.1272  -1.4806
C  3.1394  -0.0929  0.2063
O  2.2939  -1.0007  -0.0382
C  2.8663  1.0231  1.1622
H  3.7227  1.7136  1.1666
H  2.7408  0.6269  2.1884
H  1.9598  1.5951  0.8834
C  4.5360  -0.2503  -0.3124
H  5.0184  0.7260  -0.4279
H  4.5386  -0.7784  -1.2679
H  5.1357  -0.8255  0.4030
C  -1.2971  1.8768  2.5966
N  -0.6625  0.9055  3.4692
C  -0.8083  1.1276  4.8921
C  -0.1606  -0.1958  2.8444
O  -0.3687  -0.2743  1.6011
N  0.5547  -1.1734  3.4704
C  0.8826  -1.2445  4.8775
C  0.9383  -2.3656  2.7261
H  -1.6554  2.7030  3.2186
H  -2.1415  1.4398  2.0441
H  -0.5782  2.2635  1.8594
H  -1.1209  0.2192  5.4186
H  0.1137  1.5260  5.3410
H  -1.5936  1.8826  5.0176
H  0.0770  -1.7262  5.4605
H  1.7829  -1.8716  4.9589
H  1.1125  -0.2605  5.2961
H  0.6987  -2.2466  1.6704
H  2.0223  -2.5295  2.8445
H  0.4164  -3.2486  3.1357

=====

3.
A 4-piece molecular cluster, C18H38N3O6P overall. Source: the Open Molecules 2025 dataset; level of theory: ωB97M-V/def2-TZVPD.

The multiplicity is 1. Its energy relative to the best compared isomer or geometry (same formula, charge and spin) is 1.279 eV. For the orbital gap, the calculation gives 7.09 eV. The structure (SMILES) is O=[PH2]C1=CC(=O)C=CC1=O.COC[C@@H](C)N.COC[C@@H](C)N.COC[C@@H](C)N.

Cartesian coordinates (Å):
O  0.0886  1.2822  2.1487
P  -0.5743  2.5815  2.3563
C  -2.3754  2.6848  2.2313
C  -2.9406  3.7008  1.5821
C  -4.4292  3.8235  1.5216
O  -4.9780  4.4473  0.6421
C  -5.1917  3.1288  2.5944
C  -4.6366  2.1073  3.2328
C  -3.2698  1.6428  2.8461
O  -2.9267  0.4928  2.9875
H  -0.2257  3.6139  1.4668
H  -0.3461  3.1803  3.6094
H  -2.3645  4.4354  1.0283
H  -6.2011  3.4708  2.7800
H  -5.1553  1.5362  3.9909
C  2.0053  -1.2972  1.7725
O  3.3918  -1.4209  1.5040
C  3.7304  -2.3580  0.5030
C  3.6585  -1.8185  -0.9292
C  2.2378  -1.6710  -1.4590
N  4.3638  -0.5466  -1.0978
H  1.5106  -2.2729  1.6983
H  1.5070  -0.5917  1.1081
H  1.8988  -0.9215  2.7881
H  4.7648  -2.6479  0.7069
H  3.1090  -3.2594  0.5999
H  4.1707  -2.5588  -1.5530
H  1.7354  -0.8029  -1.0312
H  2.2532  -1.5393  -2.5409
H  1.6406  -2.5558  -1.2259
H  5.3454  -0.6654  -0.8698
H  4.0052  0.1060  -0.4061
C  -1.5192  6.6728  -0.4275
O  -1.4317  5.2794  -0.6581
C  -1.5854  4.8642  -2.0064
C  -0.3077  4.9387  -2.8477
C  0.0824  6.3555  -3.2543
N  0.8420  4.2919  -2.2184
H  -2.2424  7.1378  -1.1038
H  -0.5558  7.1739  -0.5436
H  -1.8617  6.8160  0.5984
H  -1.9054  3.8209  -1.9513
H  -2.3939  5.4376  -2.4773
H  -0.5271  4.3780  -3.7625
H  0.5228  6.8991  -2.4173
H  0.8296  6.3199  -4.0455
H  -0.7792  6.9198  -3.6154
H  0.6616  3.3045  -2.0710
H  0.9809  4.6907  -1.2949
C  -0.8452  -8.2221  -0.3529
O  -0.6396  -7.0742  -1.1496
C  -0.5646  -5.8467  -0.4504
C  0.8278  -5.5043  0.0881
C  1.2367  -6.3105  1.3153
N  1.8762  -5.6149  -0.9274
H  -1.5043  -8.0011  0.4935
H  0.0898  -8.6354  0.0338
H  -1.3220  -8.9720  -0.9828
H  -0.8514  -5.0807  -1.1751
H  -1.3034  -5.8329  0.3624
H  0.7805  -4.4495  0.3845
H  1.5159  -7.3289  1.0422
H  2.1044  -5.8514  1.7882
H  0.4289  -6.3598  2.0475
H  1.6721  -4.9785  -1.6924
H  1.8294  -6.5414  -1.3427